The following is a DFT calculation (ωB97M-V with the def2-TZVPD basis set) of 2 unconnected molecules or ions with the total composition C11H18NO in a non-equilibrium geometry.

Its relative energy (zero: lowest compared OMol25 entry of this formula, charge and spin) is 116.4 kcal per mole. The net charge is +1. Its frontier orbital gap (alpha / beta) is 7.45 / 7.44 eV.

Last columns: bonded neighbours and bond lengths (Å).
Atoms and positions in Å:
1 C -3.8458 0.4146 -0.1965  C2 1.359, C3 1.341, H14 1.092
2 C -3.4033 -0.8184 0.1668  C1 1.359, C4 1.399, H15 1.122
3 C -3.0151 1.4328 -0.4651  C1 1.341, C5 1.400, H16 1.030
4 C -2.0785 -0.9537 0.5954  C2 1.399, C6 1.380, H17 1.120
5 C -1.6650 1.3149 -0.1151  C3 1.400, C6 1.400, H18 1.070
6 C -1.1965 0.0760 0.3373  C4 1.380, C5 1.400, C11 1.423
7 C 0.4968 -0.7177 1.8585  C11 1.439, H19 1.156, H20 1.146, H21 1.073
8 C 0.7134 0.8258 -1.6152  N12 1.492, H22 1.081, H23 1.064, H24 1.087
9 C 2.4401 0.3836 -0.1519  N12 1.430, H25 1.104, H26 1.006, H27 1.128
10 C 1.1187 -1.5585 -1.0249  N12 1.570, H28 1.115, H29 1.165, H30 1.080
11 C 0.1888 -0.1421 0.5760  C6 1.423, C7 1.439, N12 1.436
12 N 1.1326 -0.0773 -0.5039  C8 1.492, C9 1.430, C10 1.570, C11 1.436
13 O 0.6545 2.0534 1.4284  H31 0.929
14 H -4.8888 0.6314 -0.4363  C1 1.092
15 H -4.1057 -1.6930 0.1846  C2 1.122
16 H -3.4148 2.3649 -0.6424  C3 1.030
17 H -1.6506 -1.9815 0.7155  C4 1.120
18 H -0.8877 2.0270 0.0699  C5 1.070
19 H 1.4291 -0.4157 2.4712  C7 1.156
20 H 0.5809 -1.8605 1.8216  C7 1.146
21 H -0.3353 -0.6348 2.5305  C7 1.073
22 H 0.5654 1.8621 -1.3462  C8 1.081
23 H 1.5261 0.8786 -2.2994  C8 1.064
24 H -0.2207 0.3945 -1.9651  C8 1.087
25 H 2.3559 1.4322 0.1832  C9 1.104
26 H 2.9102 -0.2405 0.4822  C9 1.006
27 H 3.0794 0.4071 -1.0811  C9 1.128
28 H 1.9371 -1.8213 -1.7344  C10 1.115
29 H 1.2252 -2.1508 -0.0278  C10 1.165
30 H 0.0772 -1.6796 -1.2841  C10 1.080
31 H 0.3730 1.8786 2.2964  O13 0.929